# 1
# C6H16S2

A 2-piece molecular cluster, C6H16S2 overall at a distorted geometry (ωB97M-V with the def2-TZVPD basis set, the OMol25 dataset).

```
! wB97M-V def2-TZVPD RIJCOSX def2/J DEFGRID3
* xyz 0 1
H -0.1777 3.6091 1.1284
H -0.7323 -3.6673 0.1944
C 0.2355 1.9050 -0.2677
H -0.2135 -2.4892 -1.3029
C 2.5698 -1.9324 0.0796
H 2.1714 -2.6480 -0.7250
H 0.1431 4.1573 -0.4184
C -0.1243 -1.5222 0.6761
H -2.8735 0.1258 -0.2442
S -1.1892 1.5906 -1.4814
C 0.3505 3.2790 0.2623
S 1.4420 -1.7693 1.5195
H -0.8181 -1.1712 1.3707
H -2.8553 1.7836 0.2794
H 0.0988 -0.5765 0.1248
H 2.7329 -0.9939 -0.4013
H 1.1212 1.5405 -0.7541
H 3.6122 -2.3155 0.5098
C -2.7089 1.1967 -0.5903
H 0.1151 1.0981 0.5522
C -0.7068 -2.6457 -0.1579
H -1.7823 -2.2653 -0.3145
H -3.6370 1.3842 -1.2702
H 1.3558 3.6042 0.6481
*
```

Values from the calculation:
Lowest unoccupied orbital energy = 0.783 eV
Orbital gap = 0.340 Eh
SMILES = CCSC.CCSC
Largest force on an atom = 0.0955 Eh/bohr
HOMO level = -8.46 eV
Energy relative to the best compared isomer or geometry (same formula, charge and spin) = 220.88 kJ/mol

Atom charges from the natural (NBO) analysis, given in e for atoms 1 to 6: atom 1 (H): 0.221, atom 2 (H): 0.228, atom 3 (C): -0.507, atom 4 (H): 0.205, atom 5 (C): -0.755, atom 6 (H): 0.222

---

# 2
# C6H16Si

A single C6H16Si molecule at a distorted geometry (ωB97M-V with the def2-TZVPD basis set, the OMol25 dataset).

```
! wB97M-V def2-TZVPD RIJCOSX def2/J DEFGRID3
* xyz 0 3
C -0.4865 1.1038 -0.5573
H 0.8291 0.8896 2.1611
C 1.0522 0.1441 -0.0468
H -0.2195 -0.3476 1.5719
H 0.8749 -2.0555 -0.1447
C -2.7071 -0.6795 0.6005
H 3.2849 0.6306 0.1483
H -2.4253 -1.7682 0.7800
H -0.2710 1.7928 -1.2790
H -2.5398 -0.3098 1.5966
H -1.6102 -1.2374 -1.7437
H 1.4555 -0.7788 1.7269
Si -1.9602 -0.0247 -1.0326
H 2.3347 -1.4218 -0.6788
H 2.2570 1.4705 -1.2614
C 2.2079 1.0633 -0.2564
C 1.2697 -1.2312 -0.6877
H -2.6744 1.0477 -1.8001
C 0.8245 -0.0452 1.4681
H -0.7414 1.7759 0.3927
H 1.0730 -1.2111 -1.7312
H -3.7529 -0.7289 0.3236
H 1.9249 1.9216 0.4501
*
```

Values from the calculation:
Lowest unoccupied orbital energy (spin up / spin down) = 0.930 / -2.756 eV
Orbital gap (spin up / spin down) = 0.152 / 0.294 Eh
Largest force on an atom = 0.1651 Eh/bohr
HOMO level (spin up / spin down) = -3.19 / -10.76 eV
Energy relative to the best compared isomer or geometry (same formula, charge and spin) = 349.52 kJ/mol

Atom charges from the natural (NBO) analysis, given in e for atoms 1 to 6: atom 1 (C): -0.763, atom 2 (H): 0.210, atom 3 (C): 0.146, atom 4 (H): 0.211, atom 5 (H): 0.214, atom 6 (C): -1.112